No. 1
This record from the OMol25 dataset describes C52H70BCl2N8O2P2S3Ti as an isolated structure. The level of theory is ωB97M-V/def2-TZVPD.

XYZ file:
```
141
Properties=species:S:1:pos:R:3:forces:R:3
Ti -0.76023 -0.28821 -0.36467 1.18 0.43 -0.97
Cl -5.31670 -2.23197 4.88376 0.03 0.01 -0.04
Cl -0.45497 -3.52390 2.94965 -0.05 0.05 -0.03
S 1.61542 -1.20926 -0.41188 0.29 -0.08 -0.05
S -0.01054 1.99613 -0.96387 0.00 0.44 0.14
S -0.27212 1.05297 2.24571 -0.05 0.02 0.13
P -0.99128 -1.39966 -2.74378 -0.08 -0.24 -0.30
P 2.26625 0.27645 -3.56918 -0.12 0.00 0.09
O -1.07975 -1.55635 0.91086 -0.27 -0.51 0.87
O -2.43118 0.40493 -0.08441 -1.16 0.17 0.30
N 1.27775 -0.13400 -6.04421 -0.02 0.00 -0.05
N 2.68960 -0.55320 3.33954 -0.03 -0.07 -0.10
N 2.86251 2.45891 3.68754 -0.09 -0.01 0.00
N 3.54196 1.73798 0.76410 -0.05 0.06 -0.06
N -0.90401 -1.65284 -5.35371 -0.03 -0.07 -0.03
N 2.25157 -0.42665 2.06649 -0.09 0.17 0.11
N 1.82854 1.91639 3.06205 0.14 -0.05 -0.23
N 2.20655 1.66663 0.53870 0.06 -0.05 0.28
C -0.58018 -1.49500 -6.65795 -0.11 -0.07 0.00
C 3.70291 3.79033 5.54950 -0.03 -0.02 -0.02
C 2.86115 -2.92032 5.82060 0.00 -0.01 0.02
C -2.90864 -2.78603 3.78580 -0.05 0.06 -0.04
C 2.87472 -2.65030 1.52761 -0.04 0.04 -0.05
C 4.25436 -1.04467 -5.18683 0.01 -0.01 -0.01
C 1.22231 3.34325 5.18522 0.05 0.03 0.11
C -3.43039 -2.25809 -4.19053 -0.03 -0.01 0.05
C 6.15904 3.98105 0.70510 0.04 0.00 0.01
C 3.47114 -0.49728 5.90242 0.01 0.01 0.02
C 0.49713 -0.67244 -7.01075 0.09 0.08 -0.05
C 2.32744 3.33367 -1.14320 -0.12 -0.04 0.00
C 2.56836 3.16741 4.75400 -0.07 -0.02 0.00
C 3.64316 3.25544 6.98840 0.01 0.01 0.01
C 3.61086 -1.02311 -3.80186 0.01 -0.03 -0.01
C 5.05763 3.43763 4.94466 0.05 -0.01 -0.01
C 1.62750 4.27874 -2.06663 0.06 -0.04 -0.04
C -1.92819 -2.60653 2.84650 0.07 -0.10 0.08
C 2.95776 1.65334 -4.56600 0.07 0.01 0.04
C 3.52746 5.31522 5.55323 0.03 0.03 0.00
C 0.55828 2.02029 3.40842 -0.02 0.09 0.14
C 4.68392 -0.68210 -2.76012 0.00 0.02 -0.05
C 3.02586 -2.40054 -3.49301 0.01 -0.06 0.01
C -1.26904 2.89661 4.91675 0.00 0.02 0.01
C 5.16868 -2.17106 5.16184 0.02 0.00 0.00
C 5.76426 2.55614 0.28828 -0.03 0.06 0.01
C 1.57421 2.31590 -0.45573 0.14 -0.03 -0.09
C 3.21469 -1.67876 3.70816 0.00 -0.02 -0.02
C -1.34668 -2.13199 -7.66485 0.04 0.03 0.05
C 2.94773 -3.77606 0.54879 0.01 0.03 0.00
C 0.99274 -0.33151 -4.78088 -0.05 -0.02 0.08
C 3.65848 3.39689 -0.90889 0.13 0.01 0.01
C -4.22670 -1.06592 2.71373 0.04 0.03 -0.07
C 6.14411 1.57314 1.39303 0.03 -0.01 0.00
C 0.79904 -0.45192 -8.37672 -0.01 0.00 0.07
C 3.67769 -1.80846 5.14792 -0.02 0.00 -0.03
C -2.84904 -1.40844 -3.05342 0.07 -0.03 0.00
C -3.21315 -0.86584 1.74254 -0.26 -0.06 0.24
C -0.59701 -3.17679 -2.58715 0.00 -0.01 0.00
C 4.26827 2.53161 0.04059 -0.05 -0.04 -0.04
C 3.34073 -2.75968 2.79333 0.01 -0.02 0.08
C -0.20301 -1.06417 -4.42395 0.07 -0.01 0.05
C -3.27501 0.04474 -3.27439 -0.02 0.04 0.01
C -3.43933 -1.98749 -1.75014 -0.03 -0.01 0.09
C -1.03454 -1.91494 -8.97345 0.05 0.03 -0.04
C 0.16775 2.77522 4.53230 0.01 -0.12 -0.15
C -4.06960 -2.00114 3.69352 -0.02 -0.07 0.10
C -3.34938 0.17487 0.78638 0.20 0.04 -0.23
C -2.05748 -1.67589 1.80139 0.12 0.00 -0.25
C 2.25757 -1.40520 1.14898 0.10 -0.11 0.03
C 0.04312 -1.06317 -9.33179 -0.06 -0.05 -0.02
C 6.49137 2.18010 -1.00819 0.04 -0.05 0.01
B 1.65492 0.95675 1.79922 -0.02 0.11 -0.05
H 5.62989 1.80574 2.32536 -0.01 0.02 0.03
H 4.36476 5.77806 6.07695 0.00 0.00 0.01
H 4.45821 3.68765 7.57024 0.00 0.00 0.00
H 7.56958 2.25328 -0.85787 0.00 0.01 0.01
H -2.79003 -3.50856 4.57936 -0.01 0.00 0.01
H 5.56165 4.32466 1.55120 0.00 -0.02 0.04
H 3.74934 2.16967 7.00821 0.00 0.01 0.00
H -1.15325 -3.59019 -1.74563 0.00 0.00 0.01
H -2.99026 0.70012 -2.45131 0.02 -0.02 0.01
H -4.43877 -1.57594 -1.59270 -0.01 -0.03 -0.02
H 3.83238 -0.61351 6.92561 0.00 0.00 0.01
H 2.33646 4.98328 -2.49750 -0.01 0.00 0.00
H 1.79775 -2.67466 5.82581 0.00 0.00 -0.01
H 4.01596 0.32084 5.42811 0.00 -0.02 0.00
H 2.98348 -3.87982 5.31563 0.01 0.00 -0.01
H -1.37326 3.33002 5.90904 -0.01 0.01 -0.01
H 5.50504 -1.40176 -2.82672 0.00 -0.01 0.01
H 5.21238 2.35918 4.90169 -0.01 0.00 0.01
H 3.87367 2.00319 -4.08508 -0.01 0.01 0.02
H -3.02909 -3.27167 -4.20446 0.02 0.01 0.00
H -4.22362 0.81898 0.78374 0.00 0.04 0.05
H 0.46438 -3.29601 -2.37824 0.02 0.01 0.00
H 1.63286 0.19093 -8.62503 0.00 0.00 0.00
H 7.22132 1.62286 1.55951 0.00 0.00 0.01
H 2.28583 -2.70637 -4.23650 0.01 0.01 -0.03
H 3.53277 -3.48911 -0.32697 -0.01 0.01 0.00
H 1.03674 3.94006 6.06951 0.00 0.00 0.00
H -2.86845 -1.77920 -0.84264 -0.03 -0.02 -0.16
H 5.88436 0.54985 1.11781 -0.01 0.00 -0.01
H -1.61245 -2.39176 -9.75378 0.00 0.00 -0.01
H 4.28128 -0.70455 -1.74563 -0.04 -0.01 0.04
H 3.40019 -4.65175 1.01038 0.01 0.00 -0.01
H -5.12537 -0.46402 2.67758 0.00 0.00 0.00
H 3.52079 -1.17159 -5.98242 0.00 -0.01 0.01
H 5.84344 3.87483 5.56184 0.01 0.00 -0.01
H 3.18966 -3.04694 6.85323 0.00 0.01 0.00
H -3.27875 -1.81460 -5.16828 0.00 0.02 0.01
H -2.84444 0.43449 -4.19994 0.01 0.01 0.00
H -1.75498 1.91966 4.90427 0.02 -0.01 0.01
H 7.20912 3.99811 0.99959 0.00 0.01 -0.01
H 2.70952 3.51697 7.48862 0.00 0.00 0.00
H 3.16876 1.36071 -5.59134 -0.02 0.01 0.02
H -4.36253 0.08583 -3.37597 0.00 0.01 0.00
H 1.11696 3.74391 -2.86434 0.00 -0.06 -0.07
H -1.79910 3.52894 4.20162 0.00 0.00 -0.01
H -4.50739 -2.33028 -4.01001 0.00 -0.02 -0.01
H 4.26382 4.12555 -1.43315 0.00 0.00 0.00
H -0.85571 -3.70781 -3.50338 0.00 0.00 0.01
H 5.35926 -3.14499 4.70879 -0.01 0.00 -0.01
H 3.82797 -3.14427 -3.50467 0.00 -0.01 -0.02
H 5.52551 -2.21404 6.19166 0.00 -0.01 0.00
H 6.22804 2.84319 -1.83474 -0.01 0.01 0.00
H 5.76031 -1.42455 4.62822 -0.01 0.01 0.01
H 3.50480 5.71149 4.53634 0.01 -0.01 0.00
H 2.56265 -2.42399 -2.50546 0.01 -0.01 -0.05
H 2.24788 2.47543 -4.58057 -0.09 0.12 0.01
H 2.61320 5.62476 6.06179 -0.02 -0.01 -0.01
H 3.79148 -3.68717 3.12244 0.00 0.00 0.00
H 5.10650 0.31036 -2.93958 -0.03 -0.04 -0.02
H 6.25970 1.15492 -1.30188 0.01 0.05 0.04
H 6.03556 4.69615 -0.10979 -0.01 -0.01 0.00
H 0.26485 -0.90662 -10.37904 0.00 0.00 0.00
H 1.94768 -4.02728 0.19230 -0.01 -0.01 0.01
H -2.16744 -2.77120 -7.36805 0.00 0.00 0.01
H 4.95855 -1.88008 -5.23822 0.00 0.00 0.00
H 0.85457 4.82942 -1.52827 0.01 0.00 0.03
H 2.41663 -0.21897 5.93770 0.00 -0.01 -0.01
H 4.81776 -0.13252 -5.38604 0.00 0.00 -0.01
H -3.53002 -3.07153 -1.82482 0.00 -0.01 -0.01
H 5.16038 3.82688 3.93258 -0.02 0.01 -0.04
```
Forces are in eV/Å.

net charge	+1
Kohn-Sham gap (alpha / beta)	5.13 / 5.12	eV
LUMO energy (alpha / beta)	-0.104 / -0.104	hartree
highest occupied orbital energy (alpha / beta)	-7.95 / -7.94	eV
electronic energy	-6283.990096	Eh
relative energy (zero: lowest compared OMol25 entry of this formula, charge and spin)	24.3	kcal per mole

These are the Löwdin partial charges, in e, on atoms 1 to 5: atom 1 (Ti): 0.36, atom 2 (Cl): 0.67, atom 3 (Cl): 0.73, atom 4 (S): 0.74, atom 5 (S): 0.73

No. 2
This record from the OMol25 dataset describes an isolated ion of composition C4H9OS and charge -1. The level of theory is ωB97M-V/def2-TZVPD.

XYZ file:
```
15
Properties=species:S:1:pos:R:3:forces:R:3
S -0.52098 2.61521 -0.85043 0.36 0.44 0.00
O 0.35668 -3.33515 1.38649 -0.09 -0.35 -0.54
C 0.62513 -1.10844 0.37682 0.38 0.61 -0.18
C 0.57243 1.16172 -0.88348 -0.79 -0.90 0.07
C -0.20582 -2.12817 1.26086 1.13 -0.25 0.18
C -0.20974 -0.12020 -0.44930 0.28 0.25 -0.18
H -0.53677 -0.58607 -1.38078 -0.22 -0.26 0.07
H 0.85761 1.11888 -1.93667 0.25 -0.21 0.15
H 1.31678 -0.52107 0.99912 -0.11 -0.05 0.22
H 1.29710 -1.60971 -0.33557 -0.27 -0.50 0.34
H 1.46800 1.24175 -0.26476 -0.13 0.52 -0.11
H -0.27222 -1.72240 2.31922 -0.56 0.78 -0.69
H -1.20671 -2.07820 0.75305 -0.31 -0.23 0.36
H -0.24954 2.97625 0.40175 -0.12 0.09 0.23
H -1.12721 0.16304 0.07771 0.20 0.07 0.10
```
Forces are in eV/Å.

net charge	-1
Kohn-Sham gap	5.11	eV
LUMO energy	0.109	hartree
highest occupied orbital energy	-2.13	eV
electronic energy	-631.196029	Eh
relative energy (zero: lowest compared OMol25 entry of this formula, charge and spin)	38.3	kcal per mole

These are the natural (NBO) partial charges, in e, on atoms 1 to 5: atom 1 (S): -0.09, atom 2 (O): -0.95, atom 3 (C): -0.44, atom 4 (C): -0.50, atom 5 (C): 0.00

No. 3
This record from the OMol25 dataset describes the molecule C5H6O. The level of theory is ωB97M-V/def2-TZVPD.

XYZ file:
```
12
Properties=species:S:1:pos:R:3:forces:R:3
O -0.81471 1.24031 0.97612 0.33 -0.37 -0.04
C 0.59739 -2.06320 -2.18220 0.01 -0.08 -0.06
C -0.21826 -0.65111 -0.07071 0.23 -0.30 -0.27
C -0.48165 2.19234 1.98944 0.04 0.26 0.24
C -0.20014 0.09147 1.14306 -0.07 0.13 -0.38
C 0.16992 -1.28711 -1.02885 -0.28 0.18 0.35
H 1.13308 -2.96659 -1.87518 -0.08 0.11 -0.07
H 0.12759 1.67808 2.73474 -0.11 0.20 0.02
H -0.27742 -2.35071 -2.77248 0.13 0.00 0.01
H 0.09611 2.97095 1.48683 -0.08 0.01 0.20
H 1.25636 -1.46918 -2.82464 -0.12 -0.06 0.12
H -1.38826 2.61475 2.42387 0.01 -0.09 -0.11
```
Forces are in eV/Å.

Kohn-Sham gap	8.64	eV
LUMO energy	0.013	hartree
highest occupied orbital energy	-8.29	eV
electronic energy	-269.193021	Eh
relative energy (zero: lowest compared OMol25 entry of this formula, charge and spin)	96.1	kcal per mole

These are the natural (NBO) partial charges, in e, on atoms 1 to 5: atom 1 (O): -0.47, atom 2 (C): -0.70, atom 3 (C): -0.21, atom 4 (C): -0.25, atom 5 (C): 0.20

No. 4
This record from the OMol25 dataset describes a 2-piece molecular cluster, CH7NO5PS2 overall. The level of theory is ωB97M-V/def2-TZVPD.

XYZ file:
```
17
Properties=species:S:1:pos:R:3:forces:R:3
S -2.16956 0.03126 1.34006 0.48 0.48 1.49
S 4.17971 0.36794 -0.47909 1.43 -0.09 -0.64
P -3.75862 -0.26444 -0.09652 0.46 1.93 -6.73
O 5.51430 0.66800 0.07044 0.13 0.16 0.28
O 4.16104 -1.01157 -0.99913 -0.36 -0.61 -0.19
O 3.87526 1.30916 -1.57226 -0.41 0.40 -0.47
O 3.16804 0.50598 0.58427 -1.86 0.04 1.14
O -3.26412 0.31162 -1.50899 -1.76 -1.88 5.01
N 0.07786 0.05285 -0.43760 -1.20 0.11 1.81
C -0.62720 -0.75783 0.62838 3.39 -0.09 -1.53
H -0.89292 -1.80806 0.17211 -0.21 2.00 1.23
H 1.02276 0.31157 -0.06886 -0.05 -0.09 -0.34
H -4.92033 0.46874 0.42400 1.02 -0.82 0.07
H 0.14790 -0.87804 1.52145 -1.93 0.05 -1.57
H -0.43444 0.92391 -0.69613 0.55 -1.18 0.08
H -4.11941 -1.67831 -0.26888 0.22 0.94 0.76
H -1.96027 1.44721 1.38675 0.10 -1.34 -0.41
```
Forces are in eV/Å.

net charge	-1
Kohn-Sham gap	1.93	eV
LUMO energy	-0.011	hartree
highest occupied orbital energy	-2.22	eV
electronic energy	-1610.796572	Eh

These are the natural (NBO) partial charges, in e, on atoms 1 to 5: atom 1 (S): 0.15, atom 2 (S): 2.58, atom 3 (P): 1.14, atom 4 (O): -1.06, atom 5 (O): -1.05